The following is a quantum chemistry calculation of C25H53BClNP2ReSi2 as an isolated structure at a distorted geometry, from the OMol25 dataset.

```
86
C25H53BClNP2ReSi2 (ωB97M-V/def2-TZVPD)
Re 0.0455 -0.0229 -0.0150
C -2.5898 -0.2906 0.1707
C -2.1890 -0.5998 -1.1643
C -1.2956 -1.7431 -1.0516
Si -2.7763 0.4017 -2.6183
C -1.1671 -2.0881 0.3237
C -1.9769 -1.1717 1.1129
Si -2.2566 -0.9923 2.9428
H -3.2245 0.5411 0.4391
H -0.8907 -2.2974 -1.8797
H -0.6462 -2.9460 0.7107
Cl 5.6487 -0.8881 -0.7448
C -3.7939 0.0218 3.2330
C -2.4387 -2.6478 3.7721
C -4.2875 1.3729 -2.1195
C -3.1798 -0.6794 -4.0772
H -3.4697 -3.0284 3.6311
H -2.2724 -2.5682 4.8611
H -1.7578 -3.4232 3.3915
H -3.6826 1.0519 2.8596
H -4.0170 0.0829 4.3086
H -4.6756 -0.4202 2.7364
H -4.1723 -1.1509 -3.9356
H -2.4613 -1.4940 -4.2495
H -3.2360 -0.0869 -5.0078
H -5.0901 0.7161 -1.7405
H -4.6918 1.9253 -2.9809
H -4.0594 2.1084 -1.3325
C -0.7769 -0.0187 3.6064
C -1.3893 1.6297 -3.0022
P 0.7202 -0.3533 2.6140
H -0.6481 -0.1428 4.7093
H -1.0129 1.0530 3.4391
P 0.2365 0.9283 -2.5641
H -1.5416 2.4907 -2.3199
H -1.4593 2.0365 -4.0404
C 1.5115 2.2534 -2.9371
C 0.4931 -0.3535 -3.9238
C 1.1498 -2.1142 3.1553
C 2.1009 0.6942 3.3575
C 2.3671 1.8936 2.5413
H 2.9910 0.0348 3.3117
C 1.8798 1.1081 4.8086
H 1.0660 1.8386 4.8884
H 2.7923 1.5862 5.2005
H 1.6443 0.2625 5.4728
H 2.5060 1.6323 1.4738
H 3.2921 2.4140 2.8134
H 1.5438 2.6407 2.5763
H 0.2362 -2.6647 2.8717
C 1.3779 -2.3209 4.6477
C 2.3045 -2.6782 2.3433
H 0.5812 -1.8974 5.2677
H 2.3394 -1.8991 4.9700
H 1.4155 -3.4066 4.8628
H 2.0277 -2.8056 1.2852
H 2.5894 -3.6659 2.7401
H 3.1901 -2.0363 2.3825
H -0.3780 -1.0153 -3.7768
C 1.7484 -1.1742 -3.6803
C 0.4468 0.1720 -5.3526
H -0.4303 0.7955 -5.5530
H 0.4048 -0.6840 -6.0543
H 1.3519 0.7429 -5.6004
H 1.6611 -1.7785 -2.7639
H 2.6406 -0.5473 -3.5834
H 1.9128 -1.8621 -4.5258
C 1.9767 2.9857 -1.8019
C 1.0621 3.3004 -3.9758
H 2.3702 1.6999 -3.3759
H 0.2805 3.9443 -3.5613
H 0.6764 2.8534 -4.9069
H 1.9124 3.9431 -4.2528
H 1.1546 3.6185 -1.3266
H 2.8583 3.5808 -1.8873
H 2.3293 2.1893 -0.9601
C 2.1931 -0.4886 -0.3162
H 2.2721 -1.5426 -0.5810
H 2.7671 0.0438 -1.1493
H 2.9185 -0.3716 0.5557
B 2.4939 4.1732 0.4246
C 1.6511 2.7806 0.2686
N 0.9116 1.6742 0.2116
H 2.0516 5.1272 -0.2019
H 3.6703 3.9850 0.1379
H 2.4573 4.4985 1.5237
```

Output
Frontier orbital gap (spin up / spin down), eV: 5.528 / 4.190
Spin multiplicity: 4
Net charge: 0
Highest occupied orbital energy (spin up / spin down), eV: -6.21 / -6.21
LUMO (spin up / spin down), eV: -0.680 / -2.019



The following is a quantum chemistry calculation of C25H53BeKN4O10 as an isolated structure at a distorted geometry, from the OMol25 dataset.

```
94
C25H53BeKN4O10 (ωB97M-V/def2-TZVPD)
C 3.6673 2.4571 -3.4513
C 2.9314 2.9474 -4.7105
O 3.5176 2.4037 -5.9184
C 3.0430 1.2093 -6.2349
O 3.8173 0.3406 -6.5776
O 1.7338 0.9580 -6.2217
C 1.3480 0.2162 -5.0349
C -0.0829 0.5458 -4.6289
C -0.9336 1.2064 -5.7245
C -2.4272 1.0611 -5.3603
C -2.8473 1.9557 -4.1877
C -2.6228 1.3914 -2.7664
N -1.9920 2.3926 -1.8803
O 1.5725 -1.1711 -5.1373
C 2.5391 -1.6310 -4.2012
C 2.3991 -3.1481 -4.0216
H 2.9733 2.0357 -2.7249
H 4.1390 3.3265 -2.9981
H 4.4641 1.7540 -3.6878
H 2.8989 4.0274 -4.7704
H 1.8928 2.6501 -4.5985
H 1.9991 0.5794 -4.2376
H -0.0546 1.2122 -3.7682
H -0.5803 -0.3741 -4.3381
H -0.7791 0.7434 -6.6973
H -0.7458 2.2725 -5.8431
H -2.7024 0.0151 -5.2268
H -2.9758 1.4069 -6.2378
H -2.4013 2.9454 -4.2729
H -3.9229 2.1070 -4.2937
H -2.0268 0.4813 -2.7453
H -3.5678 1.1472 -2.2858
H -1.2903 2.9043 -2.3952
H -2.7074 3.0221 -1.5491
H 2.4259 -1.1948 -3.2084
H 3.5172 -1.4122 -4.6513
H 3.3285 -3.5825 -3.6628
H 1.6304 -3.3068 -3.2722
H 2.0775 -3.5564 -4.9755
O 1.9033 1.4899 -0.8124
C 1.1137 2.1517 -0.1362
C 1.9344 3.8117 0.1705
O 1.1498 4.4254 0.8723
H 0.8605 1.7996 0.8773
H 0.1394 2.4339 -0.5773
H 2.1262 4.1514 -0.8670
H 2.9127 3.4992 0.5810
K 4.9265 -1.1690 -5.5588
N 9.5877 -4.1644 -5.7116
C 10.6738 -3.3334 -5.7528
C 10.5657 -2.5525 -6.8717
C 9.3638 -2.9237 -7.5329
C 8.7825 -3.9182 -6.7912
H 9.4107 -4.8491 -5.0007
H 11.4281 -3.3708 -4.9861
H 11.2696 -1.8000 -7.1836
H 8.9736 -2.5093 -8.4476
H 7.8709 -4.4728 -6.9390
C -3.0156 -0.2085 2.2996
C -2.2492 -0.1406 1.0024
O -1.4646 0.7511 0.7761
C -2.5083 -1.2349 -0.0039
H -2.7355 0.6371 2.9240
H -4.0824 -0.1624 2.1007
H -2.7777 -1.1340 2.8268
H -3.5591 -1.2326 -0.2971
H -2.2501 -2.2048 0.4239
H -1.8959 -1.0644 -0.8865
C -5.1187 1.6087 5.7586
N -5.1641 0.6530 4.6188
O -5.0645 -0.5315 4.8725
O -5.2995 1.1269 3.5172
H -4.9987 1.0444 6.6755
H -4.2747 2.2727 5.5945
H -6.0537 2.1606 5.7623
C -2.6284 -2.0437 10.7504
C -4.1200 -2.1066 10.4560
C -4.5393 -1.3942 9.1751
O -4.5179 0.0103 9.3581
C -3.3138 0.6747 8.9508
N -4.8620 -1.4215 11.5729
H -2.3114 -1.0480 11.0635
H -2.3669 -2.7327 11.5553
H -2.0536 -2.3292 9.8726
H -4.4489 -3.1468 10.4380
H -5.5969 -1.6620 8.9609
H -3.9472 -1.7123 8.3155
H -2.7872 0.1280 8.1676
H -2.6544 0.8202 9.8076
H -3.5907 1.6560 8.5722
H -4.5132 -1.6675 12.4994
H -5.8662 -1.6190 11.5343
H -4.7642 -0.4069 11.4317
Be -6.8255 -3.3688 8.7198
```

Output
Frontier orbital gap, eV: 6.367
Spin multiplicity: 1
Net charge: +2
Highest occupied orbital energy, eV: -11.14
LUMO, eV: -4.776



The following is a quantum chemistry calculation of a 6-piece molecular cluster, C25H53Cl11F3N7O4PS overall at a distorted geometry, from the OMol25 dataset.

```
105
C25H53Cl11F3N7O4PS (ωB97M-V/def2-TZVPD)
C -4.0152 -1.7930 2.9737
O -3.7705 -2.9125 3.7907
C -2.3983 -3.1820 3.9827
C -1.7216 -3.7590 2.7491
C -0.9166 -2.7242 1.9520
C -0.6246 -3.2287 0.5593
C 0.2503 -2.3082 -0.2948
N 0.1024 -0.8431 0.0272
C -0.2140 -0.2286 -1.2075
N -1.4474 0.0474 -1.4772
N -1.7894 0.6834 -2.6843
C -2.5264 -0.2205 -0.5172
C -3.6958 -0.9607 -1.1498
C -4.9314 -0.9512 -0.2490
F -6.0232 -0.4714 -0.9166
F -5.2219 -2.1977 0.2154
F -4.7540 -0.1457 0.8501
N 0.9071 0.0281 -1.8862
C 1.0995 0.0820 -3.3337
N 0.9448 -1.2017 -3.9806
C 1.9882 0.3221 -0.9649
C 2.2676 1.8707 -1.1249
N 1.0647 2.6294 -1.3743
S 3.5479 -0.5533 -1.3445
C 4.6721 -0.0742 -0.0667
O 4.0630 -0.0561 -2.5902
O 3.3453 -1.9717 -1.2950
C 1.3304 -0.1589 0.3930
N 2.1272 -1.0030 1.2639
P 0.6784 1.3039 1.4189
O 2.1121 1.8497 1.9722
Cl -0.0749 0.3330 3.0917
H -3.9095 -2.0606 1.9174
H -5.0308 -1.4588 3.1293
H -3.3097 -0.9910 3.1942
H -1.8714 -2.2840 4.2993
H -2.3420 -3.8841 4.8056
H -1.0069 -4.5078 3.0784
H -2.4379 -4.2528 2.1005
H -0.0014 -2.5559 2.5129
H -1.4604 -1.7872 1.9397
H -1.5651 -3.4414 0.0575
H -0.0884 -4.1692 0.6469
H -0.0522 -2.4456 -1.3281
H 1.2843 -2.6166 -0.2232
H -2.6167 1.2465 -2.5046
H -2.1057 -0.0210 -3.3497
H -2.1570 -0.7688 0.3377
H -2.8370 0.7482 -0.1386
H -3.4100 -2.0014 -1.2526
H -3.9873 -0.5589 -2.1054
H 2.0958 0.4548 -3.5304
H 0.4248 0.7950 -3.7831
H 0.9086 -1.9844 -3.3500
H 0.1787 -1.2174 -4.6280
H 2.8419 2.2382 -0.2833
H 2.9052 1.9316 -1.9996
H 1.0555 3.0243 -2.2983
H 0.8835 3.3474 -0.6876
H 4.3666 0.8295 0.4484
H 4.7191 -0.8791 0.6529
H 5.6451 0.0764 -0.5212
H 1.5124 -1.4400 1.9383
H 2.7798 -0.4394 1.7934
H 1.9451 2.4750 2.6850
Cl 0.5983 8.1167 2.1053
C 1.4830 7.6076 0.6474
C 0.8904 6.3633 0.0424
Cl 1.1441 4.9284 1.0844
H 2.5248 7.4626 0.9200
H 1.4198 8.4230 -0.0704
H 1.3699 6.1495 -0.9118
H -0.1775 6.4666 -0.1205
Cl -4.2846 2.8407 -2.1245
C -3.8107 3.8883 -0.7518
C -3.5102 5.2900 -1.2076
Cl -2.0286 5.3534 -2.1992
H -2.9483 3.4366 -0.2670
H -4.6441 3.8907 -0.0524
H -3.3488 5.9279 -0.3410
H -4.3239 5.7017 -1.7977
Cl 7.7403 1.3403 -0.3640
C 8.4228 0.0782 -1.4346
C 9.9273 0.1220 -1.4662
Cl 10.5331 1.5838 -2.2804
H 7.9986 0.2205 -2.4248
H 8.0913 -0.8841 -1.0467
H 10.3019 -0.7352 -2.0223
H 10.3465 0.0982 -0.4641
Cl -2.9001 -1.5723 -4.8271
C -3.5453 -2.7697 -5.9983
C -4.6923 -3.5452 -5.4102
Cl -4.1582 -4.6162 -4.0910
H -2.7234 -3.4191 -6.2847
H -3.8741 -2.2128 -6.8727
H -5.1353 -4.1729 -6.1807
H -5.4595 -2.8851 -5.0150
Cl 1.1512 -0.9925 8.4522
C -0.3490 -1.7891 7.9182
C -0.0848 -2.8686 6.9026
Cl 0.4850 -2.1968 5.3481
H -1.0103 -1.0240 7.5205
H -0.8121 -2.2273 8.8000
H -1.0050 -3.4125 6.6974
H 0.6650 -3.5724 7.2519
```

Output
Frontier orbital gap, eV: 9.246
Spin multiplicity: 1
Net charge: +1
Highest occupied orbital energy, eV: -11.27
LUMO, eV: -2.028



The following is a quantum chemistry calculation of C25H53ClOP2RuSi2 as an isolated structure at a distorted geometry, from the OMol25 dataset.

```
85
C25H53ClOP2RuSi2 (ωB97M-V/def2-TZVPD)
Ru -0.1237 -0.2001 -0.2044
C -0.7986 0.1973 2.0941
C -1.6501 1.4318 2.0319
C -2.8858 1.0460 1.4999
Si -0.9489 3.1518 2.1982
C -2.8298 -0.2633 0.9967
C -1.5289 -0.8428 1.2057
Si -1.3381 -2.7130 1.5379
H -0.5948 -0.1967 3.3927
H -3.7580 1.6983 1.4659
H -3.6421 -0.8270 0.5402
Cl 2.7911 0.1877 -4.2491
C -1.2220 -3.1287 3.3525
C -2.8382 -3.5658 0.8311
C -0.3802 3.4430 3.9447
C -2.2528 4.3844 1.6767
H -3.7117 -3.2667 1.4287
H -2.7028 -4.6519 0.9372
H -3.0471 -3.3302 -0.2187
H -0.2548 -2.8515 3.7880
H -1.3557 -4.2166 3.4531
H -2.0194 -2.6288 3.9178
H -3.2414 4.0406 2.0120
H -2.2903 4.5609 0.5940
H -2.0269 5.3391 2.1739
H -0.9253 2.7801 4.6295
H -0.5881 4.4865 4.2180
H 0.6971 3.2612 4.0555
C 0.2662 -3.2390 0.7174
C 0.5104 3.1656 0.9867
P 0.5189 -2.2675 -0.8066
H 0.2451 -4.3180 0.5003
H 1.1038 -3.0424 1.4064
P 0.4453 2.0876 -0.5035
H 1.4031 2.8386 1.5464
H 0.6686 4.2135 0.6833
C 2.0476 2.5899 -1.3102
C -1.0830 2.6314 -1.4021
C -0.6697 -3.0998 -1.9956
C 2.3168 -2.5636 -1.1729
C 3.1583 -1.7561 -0.1723
H 2.4771 -2.1590 -2.1829
C 2.7262 -4.0386 -1.1615
H 2.4650 -4.5158 -0.2085
H 3.8158 -4.0924 -1.2811
H 2.2818 -4.6093 -1.9814
H 3.9717 -1.2386 -0.7008
H 3.6109 -2.4266 0.5717
H 2.5754 -0.9971 0.3771
H -1.5273 -3.3203 -1.3406
C -0.1794 -4.4298 -2.5726
C -1.1587 -2.1784 -3.1091
H 0.1474 -5.1416 -1.8052
H 0.6320 -4.2768 -3.2965
H -1.0112 -4.8988 -3.1180
H -1.3377 -1.1538 -2.7585
H -2.1147 -2.5639 -3.4934
H -0.4585 -2.1539 -3.9538
H -1.7580 2.9206 -0.5798
C -1.7041 1.4395 -2.1270
C -0.8925 3.8541 -2.3055
H -0.6028 4.7512 -1.7409
H -1.8512 4.0747 -2.7963
H -0.1508 3.6692 -3.0938
H -1.5269 0.4748 -1.5812
H -1.3301 1.3483 -3.1558
H -2.7953 1.5731 -2.1695
C 3.2068 1.9306 -0.5427
C 2.2924 4.0966 -1.4391
H 2.0036 2.1570 -2.3187
H 2.3713 4.5637 -0.4512
H 1.5272 4.6120 -2.0270
H 3.2539 4.2381 -1.9510
H 2.8656 1.1898 0.1951
H 3.7860 2.6944 -0.0061
H 3.8839 1.4255 -1.2442
C 1.4906 -0.0609 -2.9438
H 1.9699 -0.0351 -1.9551
H 0.7370 0.7208 -3.0857
H 1.0494 -1.0372 -3.1660
C -0.2525 -0.3057 4.5361
O 0.4742 0.3194 1.5783
H -1.0422 -0.7831 5.1245
H -0.0506 0.6983 4.9232
H 0.6654 -0.9005 4.5577
```

Output
Frontier orbital gap (spin up / spin down), eV: 5.848 / 6.007
Spin multiplicity: 5
Net charge: 0
Highest occupied orbital energy (spin up / spin down), eV: -5.22 / -6.45
LUMO (spin up / spin down), eV: 0.627 / -0.445



The following is a quantum chemistry calculation of a 8-piece molecular cluster, C25H53N3O14S2 overall at a distorted geometry, from the OMol25 dataset.

```
97
C25H53N3O14S2 (ωB97M-V/def2-TZVPD)
O -0.4589 -17.0607 9.5730
S -0.8058 -16.4488 8.3096
O -1.0837 -15.0208 8.2779
O 0.2080 -16.7524 7.0217
C -0.4240 -17.3525 5.9611
C -1.8667 -17.1464 6.2099
O -1.9661 -17.2628 7.6079
H -0.0115 -16.9420 5.0395
H -0.1869 -18.4107 6.0712
H -2.3534 -18.0168 5.7698
H -2.1881 -16.1158 6.0589
O 2.3323 -14.8905 7.3326
S 3.3533 -15.8922 7.6668
O 4.4981 -15.5212 8.4973
O 2.5633 -17.1630 8.3958
C 2.7795 -18.4424 7.7342
C 2.9967 -17.9964 6.2230
O 3.8070 -16.8421 6.3335
H 3.6915 -18.9134 8.1007
H 1.9618 -19.1488 7.5916
H 2.1051 -17.7184 5.6610
H 3.3897 -18.8359 5.6497
C -3.4812 -12.8977 2.1853
N -2.2399 -13.0518 2.8927
C -2.0554 -13.4283 4.2685
C -0.6368 -13.3577 4.8478
O -3.0317 -13.7542 4.9373
H -4.2190 -13.6477 2.4705
H -3.2510 -13.0158 1.1265
H -3.8630 -11.8799 2.2653
H -1.4480 -12.8166 2.3115
H -0.5693 -13.8335 5.8262
H -0.3806 -12.3080 4.9913
H 0.0917 -13.6993 4.1124
C -2.8515 -18.4920 14.6902
N -2.4577 -17.5508 13.5879
C -3.3661 -17.0607 12.7484
C -2.8763 -15.7390 12.1002
O -4.4577 -17.5647 12.6348
H -2.1993 -19.3631 14.6278
H -3.8333 -18.9651 14.6724
H -2.5995 -18.1100 15.6795
H -1.6813 -16.9114 13.6794
H -2.4586 -15.0144 12.7992
H -3.8038 -15.2348 11.8288
H -2.2737 -15.8225 11.1957
C 2.8450 -16.4732 1.4187
N 2.1602 -17.1049 2.5235
C 1.9859 -18.4114 2.5554
C 2.8094 -19.3771 1.6156
O 1.1955 -18.8854 3.3680
H 3.9196 -16.4701 1.6012
H 2.6512 -15.4033 1.4948
H 2.4187 -16.6835 0.4378
H 1.7397 -16.6145 3.2998
H 3.1983 -20.1698 2.2548
H 3.6650 -18.8999 1.1377
H 2.1135 -19.8835 0.9468
C -4.7339 -14.2800 7.6729
C -4.9190 -12.9052 8.3137
C -4.7966 -13.2505 9.7901
O -5.5799 -14.4098 9.8074
C -5.5128 -15.1792 8.6039
H -3.6893 -14.5862 7.7292
H -5.0534 -14.2132 6.6329
H -5.8604 -12.3558 8.3109
H -4.1131 -12.2318 8.0216
H -5.3398 -12.5305 10.4022
H -3.7467 -13.4135 10.0335
H -6.4847 -15.4886 8.2196
H -5.0042 -16.0938 8.9088
C -0.4910 -21.8035 6.3760
C 0.4245 -22.4714 5.4143
C 1.7633 -21.8176 5.7534
O 1.7145 -21.6937 7.1902
C 0.3499 -21.7374 7.6852
H -1.4336 -22.3505 6.3545
H -0.8015 -20.7900 6.1220
H 0.0880 -22.3625 4.3833
H 0.5020 -23.5448 5.5868
H 1.7217 -20.8134 5.3315
H 2.5396 -22.4711 5.3554
H 0.1935 -20.7798 8.1819
H 0.0041 -22.6306 8.2054
C -3.3826 -18.5158 1.7302
C -3.9918 -18.2002 3.0618
C -3.6562 -16.6409 3.2463
O -3.0462 -16.2294 2.0276
C -2.4675 -17.3133 1.3285
H -4.1371 -18.5619 0.9449
H -2.9884 -19.5320 1.7205
H -3.4351 -18.8150 3.7690
H -5.0436 -18.4813 3.1150
H -2.8987 -16.4988 4.0171
H -4.4536 -15.9366 3.4834
H -1.4337 -17.1917 1.6520
H -2.4655 -17.1025 0.2591
```

Output
Frontier orbital gap, eV: 8.871
Spin multiplicity: 1
Net charge: 0
Highest occupied orbital energy, eV: -8.83
LUMO, eV: 0.042
SMILES: O=S1(=O)OCCO1.O=S1(=O)OCCO1.CNC(C)=O.CNC(C)=O.CNC(C)=O.C1CCOC1.C1CCOC1.C1CCOC1